This record from the OMol25 dataset describes an isolated ion of composition C2H6N3O2 and charge -1. The level of theory is wB97M-V/def2-TZVPD.

The calculation puts the orbital gap at 8.308 eV. Its total energy is -10734.1127 eV. Its SMILES is C[C@@H](N)N=[N+]([O-])[O-]. Its energy above the lowest of the compared OMol25 structures with the same formula, charge and spin is 118.5 kcal/mol. As for the net charge: -1.

The geometry in XYZ format:
```
13
Properties=species:S:1:pos:R:3:forces:R:3
C -1.460 -0.812 -0.364 -0.47 -0.53 -0.94
C -0.314 0.205 -0.183 0.39 -1.96 -3.32
N 0.807 -0.612 0.197 0.07 -0.75 0.60
N -0.575 1.189 0.792 1.10 2.74 0.33
N 1.951 -0.089 -0.060 -0.45 0.17 -0.43
O 2.039 0.924 -0.812 0.51 0.64 -0.02
O 2.966 -0.604 0.425 0.82 -0.35 0.19
H -1.554 -1.480 0.557 -0.60 1.45 -0.68
H -1.109 -1.638 -1.077 -0.51 1.52 0.38
H -2.393 -0.233 -0.803 1.48 -1.61 1.28
H -0.057 0.681 -1.262 -0.92 -0.61 2.54
H 0.364 1.645 0.867 -1.10 0.18 -0.17
H -0.665 0.824 1.723 -0.32 -0.89 0.24
```
Forces are in eV/Å.